71
Properties=species:S:1:pos:R:3:forces:R:3 method="wB97M-V/def2-TZVPD" e_lumo_ev=-1.95 charge=+1 homo_lumo_gap_ev=8.44 fmax_ev_per_a=0.61 e_tot_ha=-1275.0986 smiles=CC(C)[NH+](CCNC[C@H](O)COc1ccc(C(C)(C)c2ccccc2)cc1)C(C)C de_lowest_kj_mol=15.7
C -6.78810 0.06535 1.48847 0.27 -0.05 0.06
H -6.67116 -0.73266 2.21718 -0.06 -0.10 0.08
H -7.44849 -0.27128 0.69465 -0.07 -0.05 -0.10
H -7.27425 0.89757 1.99027 -0.03 0.07 0.03
C -5.44817 0.54116 0.94536 -0.44 0.37 0.08
N -4.62527 -0.56419 0.35563 0.25 0.28 -0.13
C -3.90965 -1.35651 1.37734 0.33 -0.21 0.36
H -3.68063 -2.33779 0.96665 -0.07 0.02 -0.02
H -4.50212 -1.48352 2.28125 -0.08 -0.03 -0.09
C -2.58506 -0.60965 1.65669 -0.18 -0.01 -0.02
N -2.14076 -0.10394 0.36884 0.42 -0.13 -0.04
H -1.52725 -0.76282 -0.10357 -0.02 0.00 0.12
C -1.51074 1.20475 0.33964 0.22 0.34 -0.39
H -2.14508 1.91220 0.88020 0.05 -0.01 -0.01
H -0.51297 1.21262 0.79634 -0.11 0.00 -0.01
C -1.39965 1.68213 -1.11418 0.44 -0.16 0.37
O -2.72123 1.82122 -1.61025 -0.15 0.07 -0.18
H -2.69455 2.27365 -2.46020 -0.03 0.03 0.01
C -0.60829 0.67872 -1.99951 -0.29 0.29 -0.16
O 0.18230 -0.22641 -1.27471 0.35 -0.14 0.20
C 1.43017 0.16323 -0.82536 0.14 -0.07 0.10
C 2.18358 -0.83682 -0.21585 -0.16 0.04 -0.05
C 3.44426 -0.55878 0.26357 -0.21 0.07 -0.03
C 3.99684 0.71636 0.15184 -0.08 0.15 -0.07
C 3.22895 1.70370 -0.44355 0.22 -0.14 0.14
C 1.95576 1.43937 -0.92777 -0.46 -0.09 -0.17
H 1.39780 2.24242 -1.38463 -0.08 0.07 -0.07
H 3.61013 2.70654 -0.54685 0.09 0.11 -0.01
C 5.38428 0.95921 0.71917 0.08 0.14 0.12
C 6.30161 -0.15743 0.24206 0.05 -0.05 0.01
C 7.17962 -0.83069 1.07927 -0.09 0.08 0.02
C 8.01759 -1.81478 0.58019 0.12 -0.11 -0.02
C 7.99408 -2.13984 -0.76339 0.08 -0.08 0.04
C 7.12567 -1.47083 -1.60950 -0.03 0.03 -0.10
C 6.29060 -0.48992 -1.10999 0.09 -0.02 -0.02
H 5.61331 0.02401 -1.77790 -0.07 0.03 -0.07
H 7.10004 -1.71307 -2.66180 0.00 -0.02 -0.09
H 8.64818 -2.90672 -1.14999 0.05 -0.07 -0.03
H 8.69311 -2.32779 1.24884 0.05 -0.04 0.05
H 7.22355 -0.59766 2.13131 -0.03 0.04 0.12
C 5.23838 1.00993 2.24728 0.09 0.00 -0.17
H 6.17697 1.29506 2.71492 0.11 0.00 0.11
H 4.92034 0.04834 2.64275 -0.02 -0.09 0.09
H 4.48926 1.75363 2.51414 -0.03 0.05 0.02
C 6.00391 2.28202 0.24734 -0.13 -0.11 0.06
H 5.46487 3.13519 0.65310 -0.06 0.14 0.01
H 7.03331 2.33724 0.59484 0.06 0.02 0.03
H 6.01157 2.34434 -0.83799 0.02 0.05 -0.12
H 4.02104 -1.34947 0.71900 0.07 -0.10 0.03
H 1.76730 -1.82945 -0.14135 -0.04 -0.14 -0.01
H -1.33589 0.05203 -2.52762 0.06 0.17 0.07
H -0.01155 1.21356 -2.74657 -0.03 -0.08 0.02
H -0.90256 2.66064 -1.10279 -0.05 -0.11 0.01
H -3.74321 -0.09945 -0.08072 -0.45 -0.17 0.09
H -1.87207 -1.28210 2.14077 -0.07 0.06 -0.02
H -2.75741 0.23183 2.33178 0.03 -0.04 -0.04
C -5.28243 -1.34281 -0.74343 -0.19 -0.42 -0.41
H -6.06226 -0.69518 -1.14779 0.09 0.02 0.11
C -4.25453 -1.59545 -1.83910 -0.18 0.15 0.03
H -3.44148 -2.22271 -1.48198 0.13 -0.10 0.05
H -4.72691 -2.10566 -2.67360 -0.05 -0.08 -0.05
H -3.84529 -0.65580 -2.20298 0.10 0.09 -0.05
C -5.92440 -2.64609 -0.27989 0.00 0.21 0.05
H -5.18635 -3.42493 -0.10928 0.08 -0.07 0.02
H -6.51012 -2.51583 0.62374 -0.10 -0.02 0.11
H -6.59236 -3.00058 -1.06035 -0.04 -0.02 -0.07
C -5.62207 1.66172 -0.07229 0.16 -0.09 0.09
H -6.00102 2.54616 0.43138 -0.07 0.07 0.07
H -6.33543 1.39974 -0.84872 -0.11 -0.05 -0.09
H -4.67313 1.91462 -0.53909 0.02 0.07 -0.03
H -4.85455 0.92835 1.77871 0.05 -0.09 -0.06

74
Properties=species:S:1:pos:R:3:forces:R:3 method="wB97M-V/def2-TZVPD" e_lumo_ev=-6.22 charge=+1 homo_lumo_gap_ev=2.71 fmax_ev_per_a=7.56 e_tot_ha=-1496.9984
C -10.68684 5.09864 -6.92170 -0.19 0.05 -0.39
C -10.47542 3.63500 -6.14070 -1.90 0.52 -0.02
O -9.58529 3.73399 -4.97269 0.95 -0.50 -2.05
C -8.15937 3.49904 -5.36684 -0.32 -0.01 -0.42
C -7.74357 1.93110 -5.05259 -0.12 0.79 -1.12
O -6.95023 1.78246 -3.78740 -2.40 -1.53 -0.67
C -7.62325 0.78051 -2.94592 -0.22 -1.31 0.62
C -6.61242 0.08345 -1.81199 2.40 -0.31 2.01
C -6.99598 -1.40140 -1.26593 1.76 0.42 1.37
N -6.26225 -2.19841 -0.22312 0.93 6.83 -3.10
C -5.09024 -1.38718 0.25096 1.48 -0.07 1.10
C -4.15265 -2.07037 1.45081 1.76 3.04 -0.38
C -2.83574 -1.33693 2.09716 -2.98 0.00 -1.97
C -2.06427 -2.16445 3.31983 -0.07 -0.01 -1.36
C -2.36536 0.14273 1.57020 -3.57 -0.64 -2.65
C -1.08990 0.96402 2.19117 -0.12 0.01 0.40
C 0.29019 0.09401 2.35050 0.59 -0.25 0.43
C 1.63861 1.05249 2.59756 -0.68 -1.31 1.06
C 2.78948 0.00144 3.19698 -0.07 1.37 -0.44
C 4.11920 0.75730 3.78649 0.48 -0.25 1.02
C 5.49056 0.29658 2.98978 -0.33 -0.14 -0.13
C 6.22191 -1.03191 3.61757 0.65 -0.98 -0.36
C 6.88764 -1.92316 2.37891 1.00 0.41 0.24
C 8.35246 -2.57670 2.76104 0.31 -0.50 0.07
C 8.97424 -3.53211 1.54754 0.43 0.14 0.74
C 9.80109 -2.69331 0.40546 -0.94 -1.88 -1.59
O 11.01060 -1.99929 0.90936 0.94 0.37 -2.07
C 11.85607 -1.52648 -0.21057 -2.74 0.24 -0.16
C -3.29241 0.82858 0.35962 0.65 -3.00 2.36
C -4.63376 0.07798 -0.28583 0.06 -0.10 0.37
N -5.39937 0.83124 -1.33621 -2.64 -5.52 1.45
H -9.81295 5.85040 -6.67101 -1.74 -1.64 -0.51
H -10.75277 4.95395 -8.10181 0.30 0.23 2.56
H -11.71685 5.61183 -6.61782 2.33 -1.19 -0.43
H -11.55294 3.35587 -5.70985 2.47 0.48 -0.81
H -10.19933 2.77563 -6.89753 -0.16 1.72 1.54
H -7.46240 4.28189 -4.80270 -1.56 -1.87 -1.16
H -8.13940 3.69435 -6.54383 0.43 -0.47 2.54
H -8.75392 1.32486 -5.02715 2.06 1.18 0.08
H -7.10711 1.56457 -5.99139 -1.11 0.57 2.25
H -8.60805 1.23067 -2.44305 2.30 -0.79 -0.78
H -8.01920 -0.14260 -3.59128 1.01 1.92 1.22
H -7.97938 -1.90166 -1.72187 2.48 1.11 1.18
H -4.47067 -3.14045 1.85885 0.76 2.62 -1.00
H -1.97538 -1.52568 4.29860 -0.24 -1.24 -1.96
H -2.61354 -3.20332 3.52509 1.07 2.52 -0.43
H -0.98986 -2.42162 2.90648 -2.12 0.52 1.03
H -0.83830 1.94495 1.57060 -0.83 -2.20 1.07
H -1.38035 1.33862 3.28674 0.51 -0.81 -2.37
H 0.48403 -0.65573 1.44947 -0.53 1.73 1.75
H 0.23287 -0.58324 3.33199 -0.06 1.51 -2.21
H 2.00558 1.58565 1.62290 -0.75 -0.93 1.93
H 1.33750 1.82109 3.45997 0.83 -1.45 -2.03
H 2.28739 -0.60150 4.06470 0.99 0.90 -1.90
H 3.12631 -0.65153 2.28492 -0.76 0.82 1.94
H 4.24099 0.40986 4.92180 -0.18 0.81 -2.40
H 4.00565 1.94413 3.84827 0.19 -2.64 -0.46
H 6.27528 1.16283 2.93649 -1.49 -1.59 0.15
H 5.18156 0.03402 1.87609 0.65 0.59 2.23
H 7.10775 -0.78322 4.37250 -2.00 -0.23 -1.60
H 5.50416 -1.76166 4.19104 1.11 1.67 -1.06
H 6.18450 -2.79955 2.03394 1.24 1.92 0.55
H 7.09141 -1.14494 1.51328 -0.56 -1.79 1.44
H 8.28776 -3.29334 3.70875 -0.04 1.69 -1.94
H 9.13357 -1.72073 3.01277 -1.66 -1.76 -0.49
H 9.73023 -4.32930 1.99977 -1.56 1.77 -0.85
H 8.08180 -4.17153 1.08022 2.08 1.63 0.60
H 9.08265 -1.98608 -0.19248 1.49 -0.94 1.30
H 10.20128 -3.49878 -0.37932 -0.92 1.59 1.50
H 12.84598 -0.98976 0.17237 -3.23 1.73 0.94
H 11.29034 -0.75221 -0.89791 1.37 -1.51 1.36
H 12.22021 -2.39294 -0.92950 -1.83 0.57 0.45
H -2.93043 1.89685 -0.01397 -1.15 -2.60 0.71
Ag 13.95028 -2.07955 -0.25457 3.75 -2.05 -0.28

85
Properties=species:S:1:pos:R:3:forces:R:3 method="wB97M-V/def2-TZVPD" e_lumo_ev=0.20 homo_lumo_gap_ev=9.42 fmax_ev_per_a=5.78 e_tot_ha=-2426.0016 smiles="CCB(O)CO[C@@H](I)CNOC#N.O=C1CCCO1.O=C1CCCO1.O=C1CCCO1.O=C1CCCO1.O=C1CCCO1" de_lowest_kj_mol=222.4
C 2.18227 1.59887 4.49899 0.35 -0.21 0.48
C 1.51243 2.69640 3.53113 -0.16 -0.51 0.72
B 0.76366 3.91355 4.28835 -0.08 -0.14 1.28
O 0.67513 3.96024 5.74683 0.73 0.67 -2.59
C 0.07925 5.21723 3.52351 2.48 0.59 0.51
O -1.34281 5.32465 3.66056 -0.08 -0.91 -1.14
C -2.14130 4.35861 3.00167 -3.03 0.10 1.26
I -1.42233 3.45687 1.17253 0.10 0.40 0.06
C -2.65378 3.13415 3.95459 2.22 -0.98 -0.08
N -3.97600 2.59215 3.50148 1.75 2.93 -1.41
O -4.36313 1.54894 4.31432 0.51 -4.70 0.54
C -3.82221 0.31643 3.83917 2.38 0.50 -2.05
N -3.12816 -0.50601 3.28801 -3.63 3.49 2.84
H 3.32019 1.56867 4.31160 -2.01 -0.25 0.23
H 1.69974 0.56287 4.32560 1.03 1.62 0.12
H 2.05983 1.81175 5.61733 -0.08 -0.02 -1.59
H 0.75022 2.13675 2.87441 1.25 1.13 0.75
H 2.34287 3.11341 2.84741 -1.49 -0.53 0.82
H 0.70783 4.90609 6.00493 -0.54 -0.84 -0.05
H 0.49617 5.36450 2.45501 -1.17 -0.29 1.39
H 0.52311 6.12124 4.10649 -0.96 -1.16 -0.93
H -3.12738 4.89635 2.71117 1.79 -0.66 0.15
H -2.59603 3.38643 5.06711 -0.30 0.06 -1.45
H -1.88598 2.28644 3.77763 -1.22 1.11 0.52
H -4.66055 3.36240 3.61595 0.00 -1.05 0.08
O 3.68968 1.31086 2.04108 -0.75 -0.36 -0.58
C 2.94699 0.73241 1.28633 1.03 0.25 0.43
O 1.63472 0.47881 1.55073 0.33 0.08 0.04
C 1.08234 -0.31643 0.49662 -0.46 -0.23 -0.17
C 1.98048 -0.07730 -0.69418 0.00 -0.05 -0.61
C 3.33025 0.14872 -0.04613 -0.58 0.21 -0.25
H 1.08180 -1.36383 0.81353 0.01 0.05 0.01
H 0.05384 -0.00564 0.30259 0.07 0.02 0.29
H 1.97084 -0.89924 -1.41263 -0.05 0.03 0.09
H 1.66779 0.83215 -1.21797 -0.04 -0.10 0.03
H 3.86450 -0.78664 0.11560 0.03 0.27 0.01
H 3.93961 0.84599 -0.61953 0.27 -0.24 0.29
O -5.54946 4.75159 1.51733 -0.37 -0.05 -0.58
C -5.77314 3.98022 0.61554 0.11 0.19 0.77
O -6.69999 4.19474 -0.35745 0.32 0.28 0.49
C -6.78075 3.03607 -1.19754 -0.21 -0.23 -0.45
C -5.46521 2.31853 -1.00946 0.24 -0.52 -0.39
C -5.11720 2.64125 0.42306 0.17 -0.12 -0.44
H -7.63421 2.43130 -0.87610 0.03 0.06 0.02
H -6.93561 3.34240 -2.23355 -0.11 0.18 0.21
H -5.52390 1.24823 -1.21363 -0.01 0.12 -0.08
H -4.71011 2.74797 -1.67561 -0.09 -0.08 0.02
H -5.55771 1.92453 1.12038 0.13 0.09 0.10
H -4.03951 2.70763 0.56691 -0.30 -0.05 0.37
O 5.75842 -1.19831 -0.74054 -0.06 -0.84 -0.61
C 5.87916 -2.35883 -1.04159 0.18 0.87 0.59
O 4.88064 -3.11140 -1.57978 0.20 0.51 0.27
C 5.32937 -4.46840 -1.71215 -0.21 -0.74 -0.15
C 6.83706 -4.38839 -1.73253 0.47 -0.34 -0.18
C 7.11348 -3.19496 -0.84246 0.22 -0.31 -0.38
H 4.95463 -5.04396 -0.86028 0.02 0.10 0.00
H 4.93160 -4.89924 -2.63251 -0.07 0.18 0.11
H 7.32112 -5.30709 -1.39760 -0.12 0.04 -0.06
H 7.18328 -4.17620 -2.74917 -0.08 -0.09 0.07
H 7.18489 -3.47959 0.21002 0.04 0.17 -0.01
H 8.00700 -2.65637 -1.15746 -0.13 0.15 0.34
O 4.97010 -5.17503 -5.00616 -0.52 0.23 -0.51
C 4.33611 -4.22636 -5.39561 0.70 -0.47 0.19
O 3.66526 -4.19372 -6.57801 0.25 -0.31 0.40
C 3.11599 -2.88575 -6.77651 -0.30 0.32 -0.37
C 3.02569 -2.27891 -5.39597 -0.28 0.52 0.25
C 4.20607 -2.90654 -4.68584 -0.52 0.18 0.07
H 3.78425 -2.32324 -7.43532 -0.01 -0.06 0.03
H 2.13718 -2.96691 -7.25229 0.19 -0.20 -0.06
H 3.04693 -1.18786 -5.40282 -0.03 -0.10 -0.07
H 2.09602 -2.59481 -4.91193 0.07 0.05 -0.07
H 5.12309 -2.33059 -4.83292 0.04 -0.10 0.12
H 4.00686 -3.04894 -3.62538 0.35 0.03 -0.13
O -4.50553 -0.93638 -2.75840 0.10 -0.09 0.86
C -4.58614 -1.70750 -1.83602 0.27 0.44 -0.86
O -4.02649 -1.49418 -0.61211 -0.22 0.19 -0.54
C -4.22155 -2.65379 0.20749 0.08 -0.21 0.58
C -5.40421 -3.37352 -0.39904 -0.38 -0.47 0.18
C -5.26770 -3.04758 -1.87051 -0.39 -0.19 0.34
H -3.30873 -3.25635 0.18105 -0.04 0.06 -0.01
H -4.41382 -2.34948 1.23769 0.22 0.19 -0.16
H -5.41199 -4.44383 -0.18617 0.04 0.11 0.06
H -6.33534 -2.94611 -0.01342 0.10 -0.06 0.00
H -4.62248 -3.76172 -2.38764 -0.07 0.10 -0.11
H -6.23926 -2.98148 -2.35984 0.28 0.01 -0.27